The following is a quantum chemistry calculation of 2 unconnected molecules or ions with the total composition C3H7NO2, from the OMol25 dataset.

CARTESIAN COORDINATES (ANGSTROEM)
O1 0.354215 2.091332 1.383597
H1 1.028882 1.414959 1.199303
H2 0.090124 -1.544857 -2.232803
H3 -0.553575 0.100561 -2.343403
O2 1.949078 -0.218979 0.709477
H4 -0.260334 -0.254818 1.711507
C1 0.008545 -0.552743 -0.354216
H5 -1.556659 -1.196418 -1.666826
C2 -0.538025 -0.804997 -1.728040
N1 1.417943 -0.799047 -0.219902
C3 -0.709193 -0.237789 0.726978
H6 0.145061 1.953857 2.314438
H7 -1.764831 0.002876 0.661019

Atoms 1-3, force components in eV/Å:
0.19 0.24 0.23
-0.10 0.21 0.05
-0.09 0.10 0.04

Energy relative to the best compared isomer or geometry (same formula, charge and spin) ... 95.37 kcal/mol
HOMO ... -9.48 eV
Gap between HOMO and LUMO ... 8.65 eV
Net charge ... 0

The following is a quantum chemistry calculation of 2 unconnected molecules or ions with the total composition C9H14, from the OMol25 dataset.

CARTESIAN COORDINATES (ANGSTROEM)
H1 -0.553014 0.074029 4.174049
H2 2.439802 2.317339 -2.763295
C1 0.324251 0.661306 2.223490
C2 -0.838727 -0.215432 0.281087
C3 1.975889 0.198068 -2.997686
H3 -2.698438 -1.503000 -0.566828
H4 -3.908495 -0.979482 0.676853
H5 2.274675 1.462969 -1.244573
H6 1.098914 0.777527 0.268692
H7 3.743665 1.253501 -2.320555
H8 -0.987601 -0.325293 -0.779773
C4 0.256148 0.421324 0.844057
C5 -1.722041 -0.885775 1.162392
C6 2.673798 1.379859 -2.246917
C7 -0.503263 -0.002607 3.098458
H9 1.176292 1.233879 2.576399
H10 -2.479879 -0.801505 3.156288
C8 -1.607272 -0.688071 2.520354
H11 1.612253 -0.502638 -2.239196
H12 -3.184534 -2.508296 0.822299
C9 -2.965599 -1.489433 0.485112
H13 2.771563 -0.315047 -3.535106
H14 1.101604 0.436768 -3.595594

Atoms 1-3, force components in eV/Å:
0.55 0.41 0.06
0.10 -0.02 0.15
1.47 -0.93 0.18

Energy relative to the best compared isomer or geometry (same formula, charge and spin) ... 22.66 kcal/mol
HOMO ... -8.99 eV
Gap between HOMO and LUMO ... 10.06 eV
Net charge ... 0

The following is a quantum chemistry calculation of C4H7ClS in the gas phase, from the OMol25 dataset.

CARTESIAN COORDINATES (ANGSTROEM)
H1 -1.921769 -0.589647 -0.485218
C1 -0.986290 -0.524780 0.022341
H2 1.781155 -0.676619 0.050360
H3 -0.127174 -0.191536 -1.927839
S1 -2.141571 -0.161418 2.638879
H4 -0.634657 -1.548055 0.018872
C2 1.444031 0.160722 -0.496163
C3 -0.081706 0.260536 -0.906800
H5 0.044569 0.287635 1.625478
H6 2.093817 0.158984 -1.418923
C4 -0.972177 -0.137900 1.478197
Cl1 1.899509 1.655816 0.443607
H7 -0.397736 1.306262 -1.042791

Atoms 1-3, force components in eV/Å:
-1.23 0.05 0.29
-0.23 -0.32 0.05
-0.25 -0.98 0.92

Energy relative to the best compared isomer or geometry (same formula, charge and spin) ... 14.43 kcal/mol
HOMO ... -8.73 eV
Gap between HOMO and LUMO ... 8.49 eV
Net charge ... 0

The following is a quantum chemistry calculation of a gas-phase ion, C6H10N3OS (charge +1), from the OMol25 dataset.

CARTESIAN COORDINATES (ANGSTROEM)
O1 -0.361073 4.406727 2.348290
N1 0.437962 0.545259 0.563017
H1 2.186821 0.457670 -1.260921
H2 0.973352 -0.623191 -2.241801
H3 -0.562209 -1.613396 0.906837
H4 -1.306317 -3.057007 -1.122912
C1 -0.276594 3.444394 1.680247
H5 -0.920145 3.275006 0.857430
C2 -1.746016 -0.614328 -0.568122
N2 0.552155 -0.496384 -0.163962
H6 -2.707895 -1.049756 -0.606656
S1 -1.712981 0.990821 -0.864091
C3 -0.592982 -1.377173 -0.153946
N3 0.576350 2.339626 2.045831
C4 0.745126 1.225476 1.473033
H7 0.047102 -2.341699 -1.894999
C5 1.506757 -0.427566 -1.281153
H8 2.273799 -1.225789 -1.178460
H9 1.042837 2.319465 2.951974
H10 0.214794 -3.493543 -0.508156
C6 -0.370842 -2.684611 -0.981481

Atoms 1-3, force components in eV/Å:
0.48 0.58 0.60
0.73 -1.49 -0.04
-1.37 -0.18 -0.06

Energy relative to the best compared isomer or geometry (same formula, charge and spin) ... 104.06 kcal/mol
HOMO ... -13.02 eV
Gap between HOMO and LUMO ... 8.36 eV
Net charge ... +1

The following is a quantum chemistry calculation of 6 unconnected molecules or ions with the total composition C30H56ClF3NO15P, from the OMol25 dataset.

CARTESIAN COORDINATES (ANGSTROEM)
H1 -0.817140 4.283618 3.303011
C1 3.623842 5.239937 0.719877
H2 7.984153 1.049251 -4.708582
C2 7.640768 -2.688825 -4.946792
H3 6.613940 2.153320 -4.828870
C3 -1.424923 3.962095 5.317586
H4 -4.300147 2.961621 5.585186
O1 -8.263303 -0.390230 3.214365
H5 4.007962 -4.494329 -6.074535
C4 3.728493 3.730355 0.707312
C5 -1.766992 4.221800 3.841432
H6 -10.700731 -4.941564 7.144515
H7 -7.634183 -1.582582 5.632856
H8 6.439473 0.461350 -5.326600
C6 -4.787293 2.548273 2.444490
C7 -8.492104 -1.943112 6.192487
O2 8.383818 -1.793430 -4.653130
C8 7.684757 -4.029328 -4.252381
C9 -4.398258 -0.583485 2.858611
C10 -10.278802 -3.945547 7.246644
C11 6.689486 2.693654 -1.766465
H9 2.138909 -5.585333 -9.018827
C12 -9.030427 -0.859382 7.100363
C13 4.432025 -4.437572 -11.144962
C14 4.641076 -3.748653 -5.592951
H10 -2.282053 5.174109 3.728912
C15 -7.196785 0.111731 3.391470
H11 -1.149845 2.916521 5.476732
H12 7.048032 -3.983592 -3.369294
P1 -6.432051 2.913156 4.670198
H13 -2.279611 4.189776 5.958549
H14 4.070748 -2.827071 -5.472591
F1 -0.684354 -0.994331 2.658089
C16 4.103592 -6.233558 -9.516118
O3 7.200074 3.209527 -0.808388
H15 -6.708598 1.723450 6.503112
C17 -2.940048 -0.392449 2.414386
H16 -9.230068 -2.263494 5.457492
C18 5.578383 3.377925 -2.528499
H17 5.584610 -3.127580 -7.414786
H18 -2.884077 -0.598417 1.342191
H19 -2.545686 2.220116 3.880083
H20 4.371055 5.695055 1.369862
H21 6.009628 4.014126 -3.300173
C19 1.908906 5.866782 2.339764
H22 -5.438905 3.599594 6.613565
H23 3.804896 -4.989020 -11.846329
C20 -2.571076 3.089152 3.209695
O4 6.693508 -2.454253 -5.878337
H24 7.371276 -4.864903 -4.872566
H25 -9.888938 -1.206694 7.676245
O5 -6.265213 -0.323195 4.269177
O6 4.880861 -5.293066 -10.089845
H26 2.832457 -3.442911 -10.070949
C21 3.742388 -3.196358 -10.618536
H27 2.333511 -5.860812 -10.759565
O7 2.308842 5.690300 1.065677
H28 -4.548063 -1.615215 3.186225
C22 -5.572468 1.699298 3.456766
H29 6.812101 -0.293305 -3.001526
H30 2.984441 3.305377 0.032069
C23 5.875809 -3.492383 -6.431159
F2 -2.137024 -2.611774 2.595287
H31 -10.620050 -3.342304 6.409502
C24 2.613414 -6.215166 -9.770634
F3 -1.955777 -1.386204 4.368343
H32 3.794342 5.638135 -0.279302
H33 -2.565055 0.614841 2.552972
O8 -7.993417 -3.066014 6.938128
H34 4.866500 2.697533 -2.989238
O9 -6.717765 1.186937 2.718049
O10 7.157740 1.511825 -2.194557
H35 5.339469 -4.162758 -11.679496
C25 -8.775675 -4.083666 7.340471
C26 6.497175 0.729386 -3.198964
O11 4.609803 -7.016645 -8.762575
H36 4.404701 -2.658206 -9.940203
H37 3.554483 3.305979 1.696291
H38 -9.334186 0.006565 6.512391
H39 5.415379 0.766016 -3.057662
H40 5.035554 4.004920 -1.827637
N1 -5.150474 3.502861 5.647055
O12 0.852247 6.398817 2.541174
H41 6.457236 -4.399377 -6.593373
H42 -0.573777 4.569306 5.631450
H43 -8.260933 -0.548668 7.808693
H44 -4.280384 1.919265 1.700846
H45 -10.645004 -3.506144 8.173843
C27 -1.938510 -1.347036 3.026388
O13 -7.210153 1.875136 5.691850
H46 4.898171 -4.110746 -4.597493
C28 2.758532 5.323909 3.466310
H47 3.826750 5.334021 3.266935
C29 6.904000 1.126425 -4.599113
H48 2.242685 -7.230210 -9.658690
H49 -5.027573 -0.455470 1.973915
H50 -2.149082 2.773450 2.245916
C30 -5.009628 0.331620 3.925440
H51 2.447458 4.300171 3.673852
H52 4.722424 3.425561 0.378246
H53 8.707725 -4.206885 -3.932754
H54 2.571171 5.929731 4.348655
O14 -3.924115 3.496584 3.026393
H55 3.476804 -2.533533 -11.442036
H56 -5.543233 3.121107 1.898781
Cl1 -4.095032 0.422173 5.433923
O15 -8.258593 -5.056759 7.816388

Atoms 1-3, force components in eV/Å:
-0.15 0.23 -0.08
0.13 -0.12 -0.04
0.00 -0.09 -0.01

HOMO ... -9.17 eV
Gap between HOMO and LUMO ... 9.45 eV
Net charge ... 0

Q: What is the HOMO in the first record?
A: -9.48 eV